The following is a DFT calculation (ωB97M-V/def2-TZVPD) of 10 unconnected molecules or ions with the total composition C52H132F3N7O18.

Geometry (Å):
C (2.20, 5.52, -0.56)
O (1.53, 4.36, -0.01)
O (2.80, 5.22, -1.83)
C (1.29, 6.75, -0.50)
F (0.16, 6.60, -1.23)
F (0.80, 6.93, 0.76)
F (1.81, 7.91, -0.86)
C (1.96, 3.81, 1.25)
C (1.19, 2.51, 1.45)
H (0.18, 2.75, 1.77)
H (1.20, 1.91, 0.54)
H (1.43, 1.75, 2.20)
H (1.78, 4.56, 2.02)
H (3.01, 3.51, 1.21)
H (2.96, 5.82, 0.16)
C (-0.42, -0.73, -0.09)
C (-1.64, 0.02, -0.62)
C (-1.46, 0.60, -2.03)
O (-2.78, -0.79, -0.53)
H (-0.50, -0.74, 0.99)
H (0.51, -0.21, -0.34)
H (-0.42, -1.77, -0.41)
H (-1.81, 0.84, 0.08)
H (-2.15, 1.42, -2.20)
H (-1.31, -0.20, -2.75)
H (-0.49, 1.06, -2.20)
C (-1.03, 2.26, -5.41)
C (-0.22, 3.50, -5.02)
C (-0.39, 3.84, -3.53)
O (1.13, 3.46, -5.48)
H (-1.08, 2.07, -6.48)
H (-1.99, 2.35, -4.90)
H (-0.49, 1.41, -4.99)
H (-0.67, 4.35, -5.54)
H (0.32, 4.63, -3.28)
H (-0.05, 3.01, -2.90)
H (-1.37, 4.17, -3.20)
C (-1.96, 4.26, 0.82)
O (-3.27, 4.32, 0.29)
C (-3.36, 5.09, -0.89)
C (-4.34, 4.39, -1.85)
N (-5.70, 4.07, -1.20)
H (-6.30, 3.69, -1.92)
H (-5.60, 3.25, -0.62)
C (-6.53, 5.20, -0.56)
C (-7.95, 4.67, -0.30)
O (-7.96, 3.70, 0.74)
C (-9.22, 3.33, 1.20)
H (-1.29, 5.12, 0.75)
H (-1.37, 3.56, 0.22)
H (-2.03, 4.02, 1.88)
H (-2.45, 5.37, -1.41)
H (-3.60, 6.13, -0.67)
H (-3.85, 3.50, -2.23)
H (-4.53, 4.96, -2.76)
H (-6.37, 5.99, -1.30)
H (-6.05, 5.47, 0.38)
H (-8.32, 4.29, -1.25)
H (-8.61, 5.49, 0.00)
H (-9.94, 3.13, 0.40)
H (-9.64, 4.02, 1.93)
H (-9.22, 2.33, 1.62)
C (2.59, -1.56, -4.31)
O (3.07, -0.37, -3.60)
C (1.98, 0.17, -2.85)
C (2.52, 1.45, -2.12)
N (2.79, 2.65, -3.07)
H (1.96, 2.86, -3.60)
H (2.81, 3.54, -2.60)
C (4.02, 2.73, -4.03)
C (5.37, 2.81, -3.36)
O (5.67, 1.64, -2.56)
C (6.03, 0.45, -3.30)
H (1.67, -1.46, -4.87)
H (2.49, -2.45, -3.68)
H (3.35, -1.83, -5.04)
H (1.57, -0.61, -2.20)
H (1.23, 0.53, -3.54)
H (3.27, 1.25, -1.35)
H (1.69, 1.82, -1.52)
H (3.79, 3.59, -4.65)
H (3.99, 1.92, -4.76)
H (5.32, 3.58, -2.59)
H (6.17, 3.12, -4.03)
H (5.27, -0.09, -3.86)
H (6.35, -0.25, -2.53)
H (6.82, 0.62, -4.03)
C (-1.44, -3.84, 2.58)
O (-2.55, -4.47, 1.92)
C (-3.62, -3.62, 1.68)
C (-4.42, -4.02, 0.42)
N (-3.71, -3.57, -0.81)
H (-4.20, -3.50, -1.69)
H (-3.36, -2.62, -0.78)
C (-2.48, -4.47, -1.17)
C (-1.91, -4.37, -2.57)
O (-0.69, -5.05, -2.50)
C (0.13, -4.59, -3.47)
H (-1.85, -3.50, 3.53)
H (-1.10, -3.00, 1.98)
H (-0.63, -4.51, 2.85)
H (-3.27, -2.59, 1.62)
H (-4.30, -3.76, 2.51)
H (-5.41, -3.56, 0.31)
H (-4.67, -5.08, 0.40)
H (-2.74, -5.49, -0.89)
H (-1.72, -4.09, -0.49)
H (-1.85, -3.31, -2.83)
H (-2.64, -4.87, -3.21)
H (-0.25, -4.48, -4.49)
H (1.04, -5.19, -3.41)
H (0.59, -3.62, -3.28)
C (-2.46, 0.37, 3.09)
O (-1.73, 0.12, 4.30)
C (-2.11, 1.05, 5.32)
C (-1.14, 1.05, 6.55)
N (-0.80, -0.38, 6.89)
H (-1.36, -0.68, 7.67)
H (-1.15, -0.86, 6.07)
C (0.69, -0.67, 7.20)
C (0.95, -2.18, 7.47)
O (0.22, -2.93, 6.40)
C (0.46, -4.35, 6.52)
H (-2.30, -0.47, 2.41)
H (-2.04, 1.23, 2.56)
H (-3.52, 0.54, 3.28)
H (-3.11, 0.70, 5.59)
H (-2.26, 2.07, 4.97)
H (-1.42, 1.67, 7.40)
H (-0.25, 1.56, 6.19)
H (1.01, -0.14, 8.10)
H (1.31, -0.27, 6.39)
H (0.49, -2.55, 8.39)
H (2.03, -2.33, 7.44)
H (1.46, -4.55, 6.91)
H (0.34, -5.00, 5.65)
H (-0.21, -4.78, 7.27)
C (3.56, -0.51, 0.66)
O (4.44, -1.06, -0.26)
C (4.09, -2.36, -0.80)
C (5.16, -2.89, -1.72)
N (6.43, -3.01, -0.85)
H (6.72, -2.12, -0.49)
H (6.12, -3.47, -0.01)
C (7.55, -3.84, -1.58)
C (8.12, -3.14, -2.80)
O (7.11, -2.97, -3.77)
C (7.58, -2.63, -5.08)
H (3.60, -0.90, 1.68)
H (2.51, -0.61, 0.37)
H (3.90, 0.51, 0.80)
H (3.18, -2.24, -1.39)
H (3.81, -3.09, -0.05)
H (5.32, -2.13, -2.49)
H (4.93, -3.89, -2.07)
H (7.12, -4.81, -1.81)
H (8.33, -3.86, -0.82)
H (9.01, -3.70, -3.10)
H (8.49, -2.15, -2.56)
H (7.84, -3.53, -5.63)
H (8.54, -2.12, -5.11)
H (6.76, -2.06, -5.51)
C (-7.35, -1.39, -6.08)
O (-6.84, -0.66, -5.02)
C (-5.56, -0.09, -5.32)
C (-4.92, 0.66, -4.11)
N (-5.09, -0.28, -2.86)
H (-4.93, -1.21, -3.23)
H (-4.35, -0.10, -2.19)
C (-6.50, -0.10, -2.20)
C (-6.55, -0.05, -0.64)
O (-5.63, 0.99, -0.32)
C (-5.41, 1.21, 1.06)
H (-7.51, -0.80, -6.98)
H (-8.21, -1.91, -5.65)
H (-6.72, -2.23, -6.33)
H (-5.60, 0.55, -6.20)
H (-4.81, -0.79, -5.68)
H (-5.49, 1.58, -3.99)
H (-3.86, 0.82, -4.25)
H (-7.02, -0.96, -2.64)
H (-6.89, 0.85, -2.58)
H (-6.16, -0.91, -0.10)
H (-7.51, 0.15, -0.17)
H (-4.87, 0.38, 1.52)
H (-6.34, 1.08, 1.61)
H (-4.95, 2.13, 1.43)
C (6.37, -2.20, 7.88)
O (6.35, -2.63, 6.45)
C (6.77, -1.78, 5.51)
C (6.40, -2.41, 4.12)
N (4.97, -2.21, 3.68)
H (4.80, -1.23, 3.48)
H (4.86, -2.81, 2.88)
C (3.90, -2.76, 4.71)
C (2.58, -3.09, 3.90)
O (2.12, -2.05, 3.04)
C (1.52, -0.94, 3.59)
H (6.17, -3.09, 8.48)
H (5.62, -1.48, 8.19)
H (7.37, -1.86, 8.16)
H (7.82, -1.62, 5.74)
H (6.38, -0.77, 5.58)
H (6.59, -3.48, 4.22)
H (7.01, -1.98, 3.33)
H (3.79, -1.96, 5.44)
H (4.34, -3.67, 5.10)
H (1.84, -3.60, 4.52)
H (2.78, -3.89, 3.20)
H (2.23, -0.19, 3.95)
H (0.87, -1.03, 4.45)
H (1.00, -0.48, 2.75)

HOMO	-11.170	eV
LUMO energy	-8.481	eV
HOMO-LUMO gap	2.7	eV
molecular weight	1200.65	g mol⁻¹
calculated total energy	-4095.72153	Ha
net charge	+4



The following is a DFT calculation (ωB97M-V/def2-TZVPD) of 11 unconnected molecules or ions with the total composition C52H133N7O7.

Geometry (Å):
C (-1.98, 3.04, 2.65)
O (-0.61, 3.46, 2.64)
C (-0.48, 4.82, 3.02)
C (1.00, 5.14, 2.78)
C (1.32, 6.55, 3.26)
N (1.33, 5.11, 1.34)
H (-2.48, 3.36, 3.56)
H (-2.02, 1.96, 2.54)
H (-2.55, 3.49, 1.83)
H (-1.07, 5.54, 2.43)
H (-0.75, 5.12, 4.04)
H (1.68, 4.45, 3.28)
H (0.79, 6.87, 4.16)
H (1.21, 7.35, 2.53)
H (2.39, 6.69, 3.47)
H (0.90, 4.29, 0.89)
H (2.33, 5.04, 1.17)
C (-2.16, -0.70, 0.47)
O (-0.96, 0.02, 0.61)
C (-0.19, 0.26, -0.54)
C (0.90, 1.25, -0.22)
C (1.68, 0.87, 1.02)
N (0.31, 2.60, -0.11)
H (-1.99, -1.68, 0.00)
H (-2.89, -0.12, -0.09)
H (-2.53, -0.86, 1.48)
H (0.30, -0.64, -0.95)
H (-0.82, 0.57, -1.38)
H (1.59, 1.26, -1.08)
H (2.61, 1.42, 1.19)
H (1.96, -0.18, 1.01)
H (1.09, 1.14, 1.90)
H (-0.56, 2.58, -0.63)
H (-0.09, 2.64, 0.83)
C (4.48, 6.61, -5.39)
O (4.18, 6.09, -4.10)
C (2.82, 5.64, -4.04)
C (2.57, 5.19, -2.62)
C (3.65, 4.18, -2.14)
N (1.26, 4.54, -2.50)
H (5.56, 6.75, -5.41)
H (3.88, 7.52, -5.46)
H (4.21, 5.96, -6.24)
H (2.22, 6.49, -4.38)
H (2.63, 4.87, -4.79)
H (2.44, 6.07, -1.99)
H (4.09, 3.65, -2.99)
H (3.17, 3.40, -1.54)
H (4.41, 4.66, -1.54)
H (1.30, 3.53, -2.56)
H (0.85, 4.66, -1.58)
C (-5.73, -3.12, 1.94)
O (-5.06, -2.85, 0.73)
C (-5.78, -3.21, -0.43)
C (-4.82, -3.09, -1.61)
C (-5.47, -3.52, -2.93)
N (-3.70, -3.97, -1.40)
H (-5.34, -4.04, 2.39)
H (-6.82, -3.14, 1.87)
H (-5.54, -2.30, 2.64)
H (-6.33, -4.15, -0.42)
H (-6.55, -2.45, -0.64)
H (-4.63, -2.02, -1.72)
H (-6.42, -3.05, -3.19)
H (-5.58, -4.59, -3.08)
H (-4.83, -3.17, -3.74)
H (-3.10, -4.12, -2.19)
H (-3.23, -3.72, -0.54)
C (-2.38, -1.21, -3.07)
O (-1.55, -2.37, -2.90)
C (-1.66, -3.24, -4.00)
C (-0.67, -4.37, -3.72)
C (0.77, -4.01, -4.11)
N (-0.98, -5.53, -4.55)
H (-2.45, -0.72, -2.10)
H (-3.33, -1.54, -3.50)
H (-1.87, -0.52, -3.75)
H (-2.66, -3.68, -4.11)
H (-1.44, -2.70, -4.93)
H (-0.69, -4.53, -2.63)
H (0.94, -4.08, -5.18)
H (1.44, -4.70, -3.59)
H (0.97, -2.97, -3.81)
H (-0.56, -6.40, -4.24)
H (-1.98, -5.73, -4.55)
C (-2.66, -4.73, 1.49)
O (-1.57, -5.63, 1.59)
C (-1.33, -6.40, 0.41)
C (-2.53, -7.27, 0.02)
C (-3.04, -8.09, 1.22)
N (-2.27, -8.11, -1.14)
H (-2.83, -4.43, 2.52)
H (-3.57, -5.12, 1.04)
H (-2.35, -3.82, 0.98)
H (-1.17, -5.63, -0.36)
H (-0.40, -6.95, 0.57)
H (-3.28, -6.59, -0.41)
H (-2.35, -8.92, 1.37)
H (-4.06, -8.43, 1.05)
H (-3.03, -7.48, 2.13)
H (-3.14, -8.57, -1.40)
H (-1.70, -8.93, -0.89)
C (7.94, 6.77, 2.49)
O (7.95, 5.71, 1.57)
C (6.73, 4.96, 1.50)
C (6.89, 3.92, 0.41)
C (5.79, 2.88, 0.47)
N (8.19, 3.20, 0.50)
H (7.30, 7.59, 2.12)
H (8.92, 7.17, 2.71)
H (7.44, 6.39, 3.40)
H (6.55, 4.55, 2.50)
H (6.00, 5.73, 1.22)
H (6.99, 4.40, -0.56)
H (5.54, 2.56, -0.54)
H (4.86, 3.32, 0.85)
H (6.01, 1.96, 1.02)
H (8.11, 2.45, 1.17)
H (8.84, 3.87, 0.92)
C (3.34, -1.55, 3.92)
C (4.77, -1.76, 3.43)
C (4.99, -3.13, 2.73)
C (6.14, -3.16, 1.75)
C (6.05, -2.16, 0.56)
C (4.70, -1.75, 0.03)
H (3.34, -0.64, 4.52)
H (2.94, -2.35, 4.53)
H (2.66, -1.48, 3.07)
H (5.04, -1.01, 2.68)
H (5.55, -1.72, 4.19)
H (4.09, -3.46, 2.19)
H (5.11, -3.90, 3.50)
H (7.09, -2.96, 2.25)
H (6.16, -4.16, 1.33)
H (6.61, -1.29, 0.92)
H (6.61, -2.53, -0.30)
H (4.79, -1.08, -0.81)
H (4.03, -2.58, -0.22)
H (4.07, -1.27, 0.79)
C (-3.13, 0.66, 6.13)
C (-4.56, 1.16, 6.02)
C (-4.77, 2.22, 4.95)
C (-4.90, 1.67, 3.52)
C (-6.27, 1.04, 3.24)
C (-6.65, 0.90, 1.80)
H (-2.95, -0.15, 5.42)
H (-2.82, 0.25, 7.10)
H (-2.45, 1.49, 5.96)
H (-5.27, 0.36, 5.82)
H (-4.84, 1.59, 6.99)
H (-3.99, 2.99, 5.04)
H (-5.67, 2.81, 5.17)
H (-4.67, 2.38, 2.73)
H (-4.16, 0.87, 3.38)
H (-6.48, 0.10, 3.78)
H (-7.01, 1.68, 3.75)
H (-7.54, 0.28, 1.66)
H (-6.91, 1.87, 1.36)
H (-5.83, 0.49, 1.20)
C (5.27, -7.94, 0.09)
C (4.01, -7.18, -0.29)
C (4.28, -5.81, -0.94)
C (3.10, -4.86, -0.99)
C (2.38, -4.48, 0.29)
C (1.36, -3.35, 0.09)
H (5.09, -8.98, 0.35)
H (5.84, -7.50, 0.92)
H (6.05, -7.84, -0.67)
H (3.47, -7.87, -0.95)
H (3.34, -7.13, 0.57)
H (4.61, -6.00, -1.96)
H (5.13, -5.43, -0.37)
H (3.36, -3.97, -1.58)
H (2.25, -5.27, -1.55)
H (1.84, -5.34, 0.72)
H (3.04, -4.32, 1.16)
H (0.96, -3.12, 1.08)
H (1.81, -2.46, -0.34)
H (0.55, -3.62, -0.59)
C (-3.19, 2.54, -2.21)
C (-4.15, 3.59, -2.79)
C (-3.44, 4.81, -3.36)
C (-4.32, 5.80, -4.10)
C (-5.54, 6.32, -3.32)
C (-6.13, 7.51, -4.07)
H (-3.67, 2.15, -1.31)
H (-2.22, 2.91, -1.89)
H (-3.02, 1.73, -2.93)
H (-4.84, 3.12, -3.50)
H (-4.74, 4.00, -1.96)
H (-2.61, 4.56, -4.04)
H (-3.04, 5.26, -2.45)
H (-3.69, 6.59, -4.49)
H (-4.68, 5.23, -4.97)
H (-6.28, 5.51, -3.32)
H (-5.31, 6.54, -2.27)
H (-6.84, 8.04, -3.43)
H (-5.37, 8.24, -4.36)
H (-6.56, 7.20, -5.02)

HOMO	-8.624	eV
SMILES	COC[C@H](C)N.COC[C@H](C)N.COC[C@H](C)N.COC[C@H](C)N.COC[C@H](C)N.COC[C@H](C)N.COC[C@H](C)N.CCCCCC.CCCCCC.CCCCCC.CCCCCC
LUMO energy	0.500	eV
HOMO-LUMO gap	9.1	eV
molecular weight	968.68	g mol⁻¹
calculated total energy	-2970.78716	Ha
net charge	0